(1)
This record from OMol25 describes a 3-piece molecular cluster, C16H21O3S overall at a distorted geometry. The level of theory is ωB97M-V with the def2-TZVPD basis set.

Last column: natural (NBO) charge in e.
Atoms and positions in Å:
1 C -2.92370 2.41313 1.46009  -0.62
2 C -3.19038 0.96332 0.85804  -0.21
3 C -3.58928 1.09120 -0.69429  -0.62
4 C -2.04523 -0.10100 1.13783  -0.65
5 S -0.33966 0.46608 0.72389  2.22
6 O -0.22574 0.94569 -0.70358  -0.99
7 O 0.54117 -0.78121 0.81593  -1.04
8 O 0.24698 1.51551 1.81445  -1.00
9 H -2.61729 2.32421 2.54390  0.22
10 H -2.17047 2.97401 0.83251  0.23
11 H -3.91287 2.99195 1.41131  0.19
12 H -4.14026 0.57515 1.37256  0.19
13 H -3.89417 0.05985 -1.08575  0.20
14 H -4.52759 1.74171 -0.71885  0.19
15 H -2.77559 1.55337 -1.32587  0.24
16 H -2.25530 -1.01959 0.49256  0.24
17 H -2.08846 -0.47078 2.21626  0.24
18 C 4.57664 0.44768 1.10981  -0.20
19 C 5.88046 0.90162 1.28760  -0.23
20 C 6.11321 2.12462 1.90815  -0.24
21 C 5.04151 2.88931 2.35970  -0.23
22 C 3.73831 2.43286 2.18479  -0.20
23 C 3.50490 1.21468 1.55637  -0.20
24 H 4.39482 -0.50422 0.62301  0.21
25 H 6.71602 0.30162 0.94124  0.20
26 H 7.12923 2.48180 2.04093  0.20
27 H 5.22263 3.84125 2.84815  0.20
28 H 2.90265 3.02737 2.53777  0.22
29 H 2.48814 0.86276 1.41588  0.28
30 C -0.71742 -2.45822 -1.69809  -0.22
31 C -0.72065 -1.99497 -3.00958  -0.19
32 C -1.48240 -2.64411 -3.97642  -0.23
33 C -2.24971 -3.75237 -3.62941  -0.24
34 C -2.24969 -4.21375 -2.31727  -0.23
35 C -1.48043 -3.56954 -1.35247  -0.21
36 H -0.12001 -1.95264 -0.94435  0.28
37 H -0.12815 -1.12722 -3.27766  0.22
38 H -1.47929 -2.28604 -5.00050  0.20
39 H -2.84750 -4.25567 -4.38216  0.20
40 H -2.84924 -5.07690 -2.04611  0.20
41 H -1.47620 -3.93252 -0.33037  0.21

Atomic forces in eV per Å
C -0.73 -0.38 -0.25
C -0.51 0.37 -0.32
C -0.51 -0.30 0.83
C -1.18 -0.09 -0.13
S 6.18 0.75 0.96
O -1.66 -0.16 2.59
O -2.37 1.66 0.36
O -3.16 -3.09 -3.51
H -0.07 0.29 -1.28
H -0.60 -0.70 0.95
H 1.31 -0.74 0.08
H 1.33 0.33 -0.58
H 0.59 1.39 0.34
H 1.22 -0.71 -0.15
H -0.82 -0.66 0.78
H 0.58 1.23 0.65
H 0.46 0.79 -1.34
C 0.12 0.17 0.09
C -0.06 0.02 0.00
C -0.03 0.00 0.01
C -0.02 -0.11 -0.06
C 0.16 0.03 0.01
C -0.10 -0.16 -0.07
H -0.04 0.07 0.03
H -0.03 0.04 0.01
H -0.04 -0.02 0.00
H 0.00 -0.04 -0.03
H -0.01 -0.11 -0.08
H 0.01 0.06 0.06
C 0.11 0.00 0.10
C -0.09 -0.12 -0.11
C 0.00 -0.03 0.12
C 0.02 0.02 0.02
C 0.02 0.03 0.00
C -0.05 0.04 -0.22
H -0.04 0.04 -0.01
H -0.05 -0.03 0.11
H -0.02 -0.01 0.05
H 0.02 0.02 0.04
H 0.03 0.04 -0.03
H 0.02 0.05 -0.04

- molar mass (Da) = 293.4
- LUMO level (eV) = 3.1418
- Kohn-Sham gap (Ha) = 0.305
- electronic energy (hartree) = -1246.2143
- total charge = -1

=====

(2)
This record from OMol25 describes C16H22AgN2O3 as an isolated structure at a distorted geometry. The level of theory is ωB97M-V with the def2-TZVPD basis set.

Last column: natural (NBO) charge in e.
Atoms and positions in Å:
1 C -0.16871 3.53773 -0.06009  -0.26
2 O -0.85427 3.04540 -1.20862  -0.55
3 C -0.87274 1.61473 -1.21200  -0.07
4 C -1.48267 1.07124 -2.51650  -0.44
5 C -0.51104 0.30183 -3.44715  -0.40
6 C 0.35780 -0.80113 -2.78478  -0.40
7 C -0.40673 -2.04696 -2.28106  -0.43
8 C -1.23818 -1.86064 -0.99066  -0.32
9 C -0.49903 -1.36934 0.23861  -0.05
10 C 0.91970 -1.29032 0.38872  -0.23
11 C 1.47173 -0.82376 1.54508  0.01
12 C 3.00977 -0.72387 1.61828  -0.11
13 O 3.48659 -0.24225 0.35395  -0.27
14 O 2.95211 1.04267 0.17275  -0.45
15 C 0.66791 -0.40381 2.65318  0.09
16 N 1.30060 0.08862 3.76496  -0.35
17 C 0.43457 0.43736 4.68269  0.04
18 C -0.99349 0.29363 4.58468  0.02
19 N -1.59419 -0.18044 3.52557  -0.36
20 C -0.72692 -0.52089 2.51784  0.16
21 C -1.27627 -1.00333 1.30904  -0.20
22 H 0.17343 2.73873 0.61984  0.17
23 H -0.85583 4.18746 0.50559  0.19
24 H 0.72208 4.11959 -0.35019  0.19
25 H -1.55495 1.32888 -0.38562  0.17
26 H 0.15681 1.28192 -1.00371  0.16
27 H -2.40259 0.48578 -2.35101  0.19
28 H -1.82147 1.95567 -3.08569  0.25
29 H 0.18492 1.01905 -3.91416  0.22
30 H -1.06343 -0.15905 -4.28503  0.21
31 H 1.04430 -1.16173 -3.57180  0.23
32 H 0.99841 -0.32502 -2.03252  0.20
33 H 0.27864 -2.90882 -2.20990  0.22
34 H -1.12438 -2.31563 -3.08511  0.20
35 H -2.13254 -1.24419 -1.15524  0.24
36 H -1.65504 -2.90536 -0.70876  0.01
37 H 1.56963 -1.59038 -0.43602  0.23
38 H 3.46885 -1.69886 1.81443  0.22
39 H 3.26696 0.03032 2.37311  0.22
40 H 2.47935 1.02631 -0.67379  0.46
41 H 0.83347 0.87600 5.60486  0.21
42 H -1.61005 0.60857 5.43023  0.21
43 H -2.36601 -1.07863 1.22618  0.22
44 Ag -2.56708 -4.43705 -1.18018  0.95

Atomic forces in eV per Å
C -0.04 0.42 0.30
O 0.42 -0.52 -0.12
C -0.92 0.48 0.33
C 0.26 0.42 -0.78
C 0.18 -0.24 0.18
C -0.04 0.23 -0.70
C -0.43 0.18 -0.34
C 0.78 0.05 -0.29
C -0.07 -0.07 0.60
C -0.76 -0.41 -0.50
C 0.91 -0.13 0.36
C -1.21 1.26 -0.24
O 0.50 -1.37 -0.16
O -0.23 1.15 0.35
C 0.82 -0.43 -1.11
N -1.65 -0.02 0.07
C 0.32 0.31 0.76
C 0.04 0.04 -0.09
N 0.77 0.21 0.24
C -0.47 -0.06 0.03
C -0.31 -0.04 -0.20
H -0.19 0.11 -0.28
H 0.29 -0.15 -0.17
H -0.36 -0.16 -0.04
H 0.63 -0.23 -0.05
H -0.38 -0.31 -0.09
H 0.39 0.15 0.20
H 0.05 -0.29 0.28
H -0.22 -0.19 0.23
H 0.04 0.23 0.30
H -0.18 0.10 0.34
H -0.23 -0.40 0.00
H -0.14 0.38 0.28
H 0.29 0.06 0.23
H 0.32 -0.22 0.01
H 0.22 0.33 0.22
H -0.11 0.09 0.36
H 0.11 0.34 -0.21
H 0.12 -0.52 0.02
H 0.19 -0.46 0.08
H -0.10 -0.19 -0.31
H 0.16 -0.12 -0.24
H 0.32 0.15 0.23
Ag -0.10 -0.13 -0.08

- molar mass (Da) = 398.2
- LUMO level (eV) = -6.5143
- Kohn-Sham gap (Ha) = 0.190
- electronic energy (hartree) = -1104.6319
- total charge = +1

=====

(3)
This record from OMol25 describes C16H22BF4GeNPdSe as an isolated structure. The level of theory is ωB97M-V with the def2-TZVPD basis set.

Last column: Löwdin spin population.
Atoms and positions in Å:
1 Pd 0.75386 0.03625 1.52642  1.04
2 C -0.09244 -3.87080 3.18953  0.00
3 C 1.06421 -2.99404 2.80239  0.01
4 C 1.28384 -1.78800 3.46823  0.00
5 C 2.33095 -0.94302 3.09390  0.01
6 C 3.14417 -1.28282 2.00314  0.01
7 C 2.94616 -2.49936 1.35949  0.01
8 C 1.92645 -3.34609 1.76683  0.00
9 H -1.02521 -3.45976 2.79749  0.00
10 H -0.19643 -3.93083 4.27278  0.00
11 H 0.02569 -4.88003 2.79745  0.00
12 H 0.65716 -1.50198 4.30414  0.00
13 H 2.53789 -0.05543 3.68011  0.00
14 H 3.97031 -0.63910 1.72894  0.00
15 H 3.59297 -2.78665 0.54064  0.00
16 H 1.78215 -4.29272 1.25973  0.00
17 C -0.58251 3.46576 -1.33816  0.02
18 Ge 0.74094 2.14031 -0.79108  0.07
19 C 1.75222 2.87354 0.71823  0.02
20 C 1.99890 1.71462 -2.23114  0.01
21 C -0.26609 0.47519 -0.38893  0.54
22 H -0.09735 4.43456 -1.46541  0.00
23 H -1.34194 3.55666 -0.56187  0.00
24 H -1.05460 3.19516 -2.28072  0.00
25 H 2.35991 3.68586 0.31093  0.00
26 H 2.43476 2.16153 1.18631  0.00
27 H 1.07831 3.26894 1.47523  0.00
28 H 2.51160 2.61960 -2.55920  0.00
29 H 1.48239 1.27791 -3.08609  0.00
30 H 2.75472 1.00776 -1.88364  0.00
31 H -1.33146 0.60746 -0.21071  0.04
32 Se 0.27386 -1.16581 -1.00709  1.13
33 C -2.66909 -0.44799 -2.92207  0.69
34 C -3.09555 -1.62303 -3.47261  0.10
35 C -3.61880 -1.51350 -4.76299  0.04
36 N -3.70776 -0.36673 -5.42729  -0.02
37 C -3.27856 0.73912 -4.83118  0.04
38 C -2.73451 0.76485 -3.54401  0.10
39 H -3.04327 -2.58041 -2.97174  0.01
40 H -3.98099 -2.39876 -5.27499  0.01
41 H -3.36701 1.66082 -5.39670  0.01
42 H -2.40407 1.69134 -3.09674  0.01
43 F 0.20360 1.43076 3.56708  0.02
44 B -1.13976 1.44119 3.06871  0.00
45 F -1.32372 0.08463 2.57162  0.05
46 F -1.21079 2.30403 1.97143  0.00
47 F -2.04506 1.72901 4.04363  0.00

Atomic forces in eV per Å
Pd -0.33 -0.38 0.10
C 0.00 -0.01 0.01
C 0.01 -0.02 0.01
C 0.04 0.04 0.02
C 0.03 0.04 -0.10
C 0.06 0.00 0.11
C 0.01 0.00 -0.01
C -0.02 0.00 -0.01
H 0.00 0.00 0.00
H 0.00 0.00 0.00
H 0.00 0.00 -0.01
H -0.05 -0.01 -0.04
H -0.03 0.03 -0.03
H -0.01 0.00 -0.04
H 0.00 0.00 0.00
H 0.00 0.00 0.00
C 0.05 -0.01 0.05
Ge -0.03 0.09 -0.24
C 0.01 0.00 -0.08
C -0.01 0.00 0.04
C 0.29 0.23 0.25
H 0.00 0.00 0.01
H -0.01 0.00 -0.01
H 0.00 -0.01 -0.01
H -0.01 0.03 0.05
H 0.00 -0.02 -0.03
H -0.01 -0.03 0.02
H 0.00 0.00 0.00
H -0.01 0.00 0.00
H -0.01 -0.01 -0.01
H -0.02 -0.07 -0.02
Se -0.01 0.05 0.14
C -0.02 -0.01 0.04
C 0.02 -0.01 -0.01
C 0.02 0.01 0.02
N -0.02 -0.01 -0.04
C 0.03 0.00 0.05
C -0.02 0.00 -0.05
H -0.01 0.00 0.00
H 0.00 0.00 0.00
H 0.00 0.00 0.00
H -0.01 0.01 0.01
F 0.07 0.10 -0.12
B 0.05 -0.06 0.06
F -0.05 0.03 -0.16
F -0.03 0.02 0.04
F 0.00 -0.03 0.00

- molar mass (Da) = 573.2
- 2S+1 = 5
- LUMO level (spin up / spin down) (eV) = 0.2152 / -2.7555
- Kohn-Sham gap (spin up / spin down) (Ha) = 0.287 / 0.241
- electronic energy (hartree) = -5708.2160
- ⟨S²⟩ = 6.019
- energy relative to the best compared isomer or geometry (same formula, charge and spin) (kcal/mol) = 30.8

=====

(4)
This record from OMol25 describes a 2-piece molecular cluster, C16H22BN7O4 overall at a distorted geometry. The level of theory is ωB97M-V with the def2-TZVPD basis set.

Last column: natural (NBO) charge in e.
Atoms and positions in Å:
1 C -6.82716 10.08532 0.23731  -0.64
2 C -7.36397 8.69578 -0.05946  -0.20
3 N -8.47172 8.31352 0.91770  -0.43
4 C -9.46997 9.40732 0.90765  0.16
5 C -10.00857 9.71051 -0.34014  -0.25
6 C -10.95331 10.73119 -0.45156  -0.20
7 C -11.35503 11.41758 0.69752  -0.22
8 C -10.81158 11.08591 1.93909  -0.21
9 C -9.84698 10.07165 2.05550  -0.17
10 C -9.18555 7.08845 0.35448  -0.02
11 C -10.46317 6.80958 1.12689  -0.64
12 C -8.29550 5.87036 0.32410  -0.62
13 B -7.75342 7.94766 2.31896  -0.22
14 H -6.87464 7.04000 2.18625  -0.07
15 H -5.98611 10.29401 -0.43114  0.22
16 H -7.58481 10.85785 0.06254  0.22
17 H -6.46884 10.18049 1.26483  0.24
18 H -7.79055 8.66553 -1.06812  0.19
19 H -6.58217 7.92994 0.00688  0.23
20 H -9.71148 9.15936 -1.23942  0.22
21 H -11.35606 10.96355 -1.44185  0.22
22 H -12.09148 12.21975 0.60048  0.22
23 H -11.13566 11.61103 2.83249  0.22
24 H -9.41636 9.80914 3.02120  0.25
25 H -9.44028 7.33249 -0.68295  0.19
26 H -10.92450 5.89779 0.73258  0.22
27 H -10.26566 6.64492 2.19006  0.24
28 H -11.19845 7.61338 1.02971  0.22
29 H -8.84149 5.04730 -0.16127  0.23
30 H -7.37197 6.04243 -0.23810  0.22
31 H -8.03754 5.52826 1.33136  0.23
32 H -7.21927 8.93103 2.77842  -0.03
33 H -8.58642 7.57697 3.11603  -0.04
34 O -2.80973 1.66738 6.27915  -0.31
35 N -3.62525 1.40404 5.38635  0.50
36 O -4.18048 0.28466 5.26505  -0.37
37 C -4.00591 2.42722 4.42138  0.01
38 C -5.01869 2.20319 3.50321  -0.11
39 C -5.45952 3.25338 2.66497  -0.03
40 N -6.21903 2.94185 1.49311  0.50
41 O -6.62533 1.77453 1.32272  -0.35
42 O -6.41093 3.86070 0.67343  -0.36
43 C -5.04850 4.58039 2.85596  0.14
44 N -3.94698 4.72524 3.65526  -0.19
45 N -3.14744 5.82914 3.77742  -0.06
46 N -2.12881 5.47579 4.52010  0.00
47 N -2.21196 4.18395 4.91334  -0.26
48 C -3.36284 3.70685 4.40725  0.30
49 H -5.46113 1.21448 3.43282  0.30
50 H -5.45339 5.45285 2.35035  0.30

Atomic forces in eV per Å
C 0.29 0.25 -0.16
C -0.08 0.15 0.21
N 0.48 -0.41 -0.72
C 0.43 -0.39 -0.23
C -0.58 0.61 -0.19
C 0.31 -0.35 0.08
C -0.03 0.10 -0.07
C 0.10 -0.17 -0.23
C -0.36 0.35 0.00
C -0.15 -0.22 0.10
C -0.42 -0.20 0.09
C 0.02 -0.54 -0.01
B 0.59 -0.32 1.12
H -0.72 0.87 -0.26
H -0.09 -0.06 0.04
H 0.18 -0.18 0.02
H -0.09 -0.11 -0.19
H 0.18 -0.06 0.13
H -0.27 0.32 0.13
H -0.17 0.40 0.47
H 0.05 0.03 0.46
H 0.24 -0.28 0.17
H 0.05 -0.03 -0.13
H -0.09 0.04 -0.35
H 0.01 -0.02 0.19
H 0.10 0.12 -0.01
H 0.05 0.06 -0.21
H 0.13 -0.12 0.03
H 0.16 0.30 0.01
H -0.20 -0.15 0.16
H -0.13 0.19 -0.32
H -0.08 0.03 -0.21
H -0.05 -0.06 -0.14
O -1.46 0.02 -1.85
N 0.30 -2.30 1.40
O 0.93 2.25 -0.02
C -0.72 0.73 -0.86
C 0.95 -0.20 0.89
C 1.01 1.52 0.83
N -2.04 -0.60 -2.29
O 0.91 2.08 0.64
O 0.55 -1.58 1.49
C 0.67 -1.52 -0.32
N 0.20 -0.41 0.80
N 0.58 -0.18 0.51
N -1.79 -0.65 -0.98
N -1.21 -0.01 -0.25
C 1.08 0.65 0.12
H 0.03 0.17 -0.05
H 0.14 -0.13 -0.02

- molar mass (Da) = 387.2
- LUMO level (eV) = -2.2052
- Kohn-Sham gap (Ha) = 0.281
- electronic energy (hartree) = -1331.6950
- energy relative to the best compared isomer or geometry (same formula, charge and spin) (kcal/mol) = 0.0

=====

(5)
This record from OMol25 describes C16H22CeClN as an isolated structure at a distorted geometry. The level of theory is ωB97M-V with the def2-TZVPD basis set.

Last column: Mulliken charge in e.
Atoms and positions in Å:
1 C 4.11477 2.92593 -1.12267  1.03
2 C 3.60613 4.26229 -1.61989  -1.37
3 C 4.87961 3.05761 0.17713  -1.38
4 C 4.91419 2.19416 -2.17979  -1.38
5 Cl 2.61282 1.87821 -0.76100  -0.23
6 H 5.77035 3.66576 0.01127  0.36
7 H 5.19518 2.08590 0.54816  0.38
8 H 4.27599 3.53913 0.94215  0.38
9 H 4.45479 4.91037 -1.84505  0.36
10 H 2.99217 4.75393 -0.86971  0.38
11 H 3.01653 4.14679 -2.52568  0.38
12 H 5.80624 2.77349 -2.42319  0.36
13 H 4.33517 2.06217 -3.09018  0.38
14 H 5.22950 1.21548 -1.82727  0.38
15 C -3.31400 -0.11827 1.55213  -0.30
16 C -2.16123 -0.21078 2.36928  -0.62
17 C -1.21873 0.75311 1.92804  -0.42
18 H -2.02444 -0.89496 3.18985  0.54
19 C -1.79489 1.45221 0.84451  -0.53
20 C -3.08592 0.91157 0.61122  -0.43
21 H -3.78821 1.23672 -0.13810  0.52
22 H -4.21483 -0.69960 1.65235  0.54
23 H -0.25072 0.94065 2.36128  0.61
24 H -1.33692 2.26236 0.30342  0.56
25 C -0.98953 -3.06505 -1.09255  -0.41
26 C -1.57047 -3.40364 0.15099  -0.31
27 C -0.66284 -3.01169 1.16493  -0.62
28 H -2.51419 -3.90110 0.29826  0.52
29 C 0.47151 -2.42317 0.54825  -0.44
30 C 0.27040 -2.46264 -0.84908  -0.52
31 H 0.95152 -2.10313 -1.60035  0.54
32 H -1.42128 -3.24884 -2.06126  0.51
33 H -0.80860 -3.13945 2.22469  0.54
34 H 1.34237 -2.04066 1.05379  0.61
35 Ce -1.45413 -0.92171 0.11116  0.73
36 C -5.74363 -3.45188 0.36722  -0.92
37 C -4.56312 -2.72480 0.30582  0.59
38 N -3.60383 -2.12758 0.25861  -0.34
39 H -6.43796 -2.85404 0.96799  0.33
40 H -5.36969 -4.43820 0.72754  0.35
41 H -5.91008 -3.78666 -0.66430  0.36

Atomic forces in eV per Å
C 0.26 0.18 -0.07
C -0.14 0.01 -0.01
C -0.06 -0.07 0.11
C -0.06 -0.12 -0.04
Cl -0.17 -0.12 0.05
H -0.02 0.01 -0.06
H 0.05 -0.08 0.00
H -0.04 0.07 0.04
H 0.03 -0.05 0.02
H -0.02 0.05 0.08
H -0.02 -0.02 -0.09
H -0.02 0.04 0.04
H -0.04 0.03 -0.08
H 0.05 -0.06 0.05
C -0.29 1.46 1.30
C -0.21 0.39 0.51
C -0.63 0.49 0.52
H 0.01 -0.06 0.13
C -0.64 0.35 0.62
C 0.00 0.63 0.65
H -0.04 0.04 -0.20
H 0.19 0.55 0.30
H 0.21 -0.02 0.02
H 0.13 0.10 -0.18
C 0.64 -0.64 0.12
C 1.31 -1.55 0.01
C 0.33 -0.60 0.05
H 0.70 -0.25 -0.03
C 0.16 -0.94 -0.08
C 0.05 -0.94 0.09
H 0.14 0.15 -0.15
H -0.11 0.04 -0.20
H 0.02 -0.05 0.13
H 0.12 0.15 0.09
Ce -0.85 0.86 -2.77
C 0.31 -1.92 -0.20
C -0.14 0.42 -0.37
N 1.41 1.21 -0.89
H -0.58 -0.92 -0.40
H -0.92 0.44 0.86
H -1.14 0.73 0.00

- molar mass (Da) = 403.9
- LUMO level (spin up / spin down) (eV) = -8.5932 / -8.5949
- Kohn-Sham gap (spin up / spin down) (Ha) = 0.239 / 0.239
- electronic energy (hartree) = -1612.2773
- total charge = +2
- energy relative to the best compared isomer or geometry (same formula, charge and spin) (kcal/mol) = 42.4

=====

What is the molar mass in the fifth record?
403.9 Da